No. 1
Entry from the OMol25 dataset: a cluster of 8 separate species, C32H88N8O8 in total (ωB97M-V/def2-TZVPD).

Summary:
frontier orbital gap = 9.2 eV
E_tot = -62904.5992 eV
HOMO level = -8.97 eV
SMILES string = COC[C@H](C)N.COC[C@H](C)N.COC[C@H](C)N.COC[C@H](C)N.COC[C@H](C)N.COC[C@H](C)N.COC[C@H](C)N.COC[C@H](C)N
energy above the lowest of the compared OMol25 structures with the same formula, charge and spin = 4.168 eV
LUMO level = 0.22 eV

Geometry (Å):
O 14.3748 19.2928 -1.6474
O 21.7519 12.0439 -2.9006
O 5.9150 9.8811 -6.5725
O 10.8246 11.0839 -11.1370
O 5.3529 7.8317 -0.0480
O 18.5105 15.3791 3.4137
O 13.6640 11.5814 -2.8216
O 17.8458 8.4576 3.1329
N 19.6162 5.0743 2.6556
N 13.4965 10.6802 -11.2801
N 15.8819 15.2001 4.8182
N 4.7140 5.0484 -2.3790
N 6.1198 6.9355 -6.6467
N 10.4570 10.1009 -3.8651
N 25.3085 10.8300 -2.7918
N 15.2948 21.5546 0.1532
C 15.0672 17.1159 3.5028
C 5.5037 6.9418 -1.1598
C 14.7352 21.7366 -1.1968
C 15.0225 20.4611 -2.0650
C 11.3976 10.2920 -10.1053
C 23.8516 10.8208 -2.5524
C 23.1535 12.0811 -3.0692
C 14.5970 18.1566 -2.4445
C 14.5612 11.5823 -1.7011
C 11.2022 12.3349 -4.1455
C 4.1185 5.0669 -0.0012
C 5.5869 7.7916 -7.6915
C 9.5825 11.7702 -10.7505
C 17.5230 16.4340 3.4302
C 15.3050 23.0244 -1.7822
C 19.4083 6.5522 2.4662
C 11.6444 10.8919 -3.9082
C 4.3474 5.9156 -1.2596
C 16.0907 15.9903 3.5689
C 4.9459 8.9823 -7.0369
C 12.5371 10.6378 -2.7296
C 13.4743 8.8349 -9.7578
C 18.0998 7.0268 3.1584
C 12.6378 9.6422 -10.7650
C 23.5795 10.8176 -1.0217
C 4.2133 8.6671 -0.0392
C 4.5121 7.0039 -8.3911
C 18.4182 14.5184 2.3401
C 19.3213 6.7757 0.9544
C 5.3164 11.0015 -5.9167
C 16.5927 8.7863 3.7171
C 21.0464 13.1162 -3.4164
H 5.0492 5.5902 -3.1627
H 18.8531 7.7271 0.7019
H 3.6505 7.0547 -7.7254
H 4.2621 9.5168 -7.6963
H 5.0295 4.5276 0.2580
H 14.6581 20.6681 -3.0712
H 15.2222 12.4448 -1.7870
H 14.0082 11.6947 -0.7686
H 25.7168 9.9550 -2.4955
H 16.5584 8.4836 4.7637
H 3.9549 5.7997 0.7890
H 20.2452 7.1510 2.8256
H 17.7826 17.1465 4.2132
H 11.8012 10.9782 -9.3607
H 10.5525 12.8076 -3.4090
H 20.4508 4.7269 2.2053
H 23.2556 12.0619 -4.1543
H 12.8279 9.5874 -2.7377
H 4.3085 8.7294 -6.1895
H 13.6563 21.8832 -1.1474
H 23.9268 9.9037 -0.5399
H 14.0408 11.0920 -10.5356
H 4.3466 9.4796 -0.7534
H 15.8637 15.3408 2.7234
H 14.6784 20.8352 0.5037
H 9.9154 10.1586 -3.0145
H 18.1618 6.7772 4.2176
H 3.2728 8.1412 -0.2032
H 10.6706 9.6064 -9.6701
H 4.2695 7.5702 -9.2902
H 23.9261 11.6759 -0.4461
H 12.9550 7.9942 -9.2977
H 15.2811 17.9918 4.1152
H 13.9490 17.3958 -2.0095
H 18.6813 5.9876 0.5578
H 14.0876 16.7507 3.8113
H 12.7678 11.2414 -11.6974
H 6.9656 7.4236 -6.3888
H 3.4938 6.5018 -1.6001
H 9.8020 10.2594 -4.6175
H 15.7759 15.8033 5.6213
H 19.8281 5.0064 3.6408
H 4.5199 11.3914 -6.5505
H 9.3122 12.5889 -11.4174
H 14.2523 18.1989 -3.4777
H 15.5921 23.7510 -1.0221
H 5.9900 11.8260 -5.6832
H 14.9349 17.4426 2.4714
H 19.2809 13.8608 2.4472
H 5.6417 7.5609 -2.0463
H 23.4518 9.9402 -3.0552
H 20.2866 6.6119 0.4754
H 10.5672 12.3191 -5.0313
H 17.4664 13.9929 2.4169
H 6.4136 6.3533 -1.0422
H 16.7667 14.7345 4.9609
H 4.1936 9.1606 0.9325
H 8.7700 11.0439 -10.7283
H 23.6310 13.0367 -2.8526
H 16.2701 21.3001 0.2173
H 16.5172 9.8720 3.6573
H 12.2263 10.6277 -4.7912
H 6.3480 7.9992 -8.4436
H 13.8688 9.5322 -9.0188
H 3.2633 4.3915 0.0220
H 11.9900 10.7172 -1.7902
H 14.6460 23.4492 -2.5394
H 21.1275 13.0730 -4.5025
H 5.5197 4.5370 -2.0482
H 15.6077 17.7510 -2.3980
H 25.4637 10.8617 -3.7893
H 4.8318 5.9760 -8.5623
H 17.6730 17.0059 2.5145
H 15.8122 8.3725 3.0785
H 22.4935 10.8634 -0.9409
H 16.1785 22.7750 -2.3846
H 15.2115 10.7082 -1.6679
H 18.4719 15.0343 1.3814
H 17.2770 6.4530 2.7320
H 21.5158 13.9930 -2.9702
H 12.2310 9.0299 -11.5699
H 14.2872 8.3635 -10.3104
H 12.0699 12.9901 -4.2228
H 9.5360 12.2652 -9.7805
H 4.7681 10.7771 -5.0018
H 19.9916 13.0278 -3.1563
H 16.1065 20.3507 -2.0353
H 6.3270 6.0221 -7.0248

Forces on atoms 1 to 2 (eV/Å):
O -0.1312 0.2084 0.6309
O 0.2580 -1.7175 1.8186

Mulliken population analysis, charges in e, atoms 1 to 99:
1 O -0.286
2 O -0.291
3 O -0.245
4 O -0.371
5 O -0.371
6 O -0.381
7 O -0.285
8 O -0.295
9 N -0.744
10 N -0.704
11 N -0.654
12 N -0.737
13 N -0.644
14 N -0.633
15 N -0.735
16 N -0.689
17 C -1.611
18 C -0.668
19 C 0.425
20 C -0.679
21 C -0.522
22 C 0.507
23 C -0.873
24 C -0.763
25 C -0.729
26 C -1.424
27 C -1.207
28 C 0.512
29 C -0.771
30 C -0.703
31 C -1.436
32 C 0.557
33 C 0.667
34 C 0.276
35 C 0.601
36 C -0.878
37 C -0.740
38 C -1.434
39 C -0.723
40 C 0.291
41 C -1.264
42 C -0.679
43 C -1.409
44 C -0.623
45 C -1.428
46 C -0.844
47 C -0.682
48 C -0.698
49 H 0.200
50 H 0.320
51 H 0.286
52 H 0.431
53 H 0.318
54 H 0.345
55 H 0.244
56 H 0.305
57 H 0.258
58 H 0.295
59 H 0.291
60 H 0.284
61 H 0.305
62 H 0.237
63 H 0.318
64 H 0.260
65 H 0.377
66 H 0.374
67 H 0.381
68 H 0.328
69 H 0.351
70 H 0.256
71 H 0.280
72 H 0.211
73 H 0.263
74 H 0.236
75 H 0.327
76 H 0.296
77 H 0.416
78 H 0.369
79 H 0.306
80 H 0.369
81 H 0.353
82 H 0.265
83 H 0.395
84 H 0.419
85 H 0.354
86 H 0.219
87 H 0.360
88 H 0.228
89 H 0.262
90 H 0.241
91 H 0.333
92 H 0.287
93 H 0.313
94 H 0.407
95 H 0.274
96 H 0.369
97 H 0.228
98 H 0.376
99 H 0.226


No. 2
Entry from the OMol25 dataset: the molecule C2H4N2O2S2 (ωB97M-V/def2-TZVPD).

Summary:
frontier orbital gap = 9.3 eV
E_tot = -30883.6193 eV
HOMO level = -8.93 eV
SMILES string = O=C(O)/C(=N/S)NS
energy above the lowest of the compared OMol25 structures with the same formula, charge and spin = 0.137 eV
LUMO level = 0.39 eV

Geometry (Å):
S 2.7220 -0.7005 -0.1055
S -1.6092 -1.9485 -0.4639
O -0.4913 2.1321 -0.6788
O -1.8140 0.9317 0.6126
N 1.4577 0.4304 -0.1255
N -0.1602 -1.3064 0.2241
C -0.8340 1.0188 -0.0677
C 0.2660 0.0046 -0.0389
H -2.4437 -1.5246 0.4980
H 3.7140 0.1748 -0.0716
H -1.2361 2.7269 -0.5317
H 0.4288 -1.9394 0.7490

Forces on atoms 1 to 2 (eV/Å):
S -0.5498 -0.4517 0.1773
S 0.8636 0.2685 0.4995

From a Mulliken analysis of the wavefunction, the atomic charges in e read:
1 S -0.170
2 S -0.151
3 O -0.425
4 O -0.531
5 N -0.367
6 N -0.366
7 C 0.336
8 C 0.735
9 H 0.154
10 H 0.161
11 H 0.353
12 H 0.272


No. 3
Entry from the OMol25 dataset: the molecule C21H20N4O3S (ωB97M-V/def2-TZVPD).

Summary:
frontier orbital gap = 8.3 eV
E_tot = -45040.8831 eV
HOMO level = -8.22 eV
SMILES string = COCCn1c(SCc2cc(=O)n3cc(C)ccc3n2)nc2ccccc2c1=O
energy above the lowest of the compared OMol25 structures with the same formula, charge and spin = 0.801 eV
LUMO level = 0.09 eV

Geometry (Å):
S -0.6299 -1.2713 2.1315
O -4.8783 -1.0110 -0.3638
O 2.3142 2.1798 -1.2726
O -2.1368 -2.4537 -1.7169
N 2.6902 -0.3505 1.8672
N -1.7645 0.9413 1.3121
N -2.8726 -1.0413 0.7065
N 3.5550 0.6697 -0.0793
C -2.7228 1.6848 0.6814
C -4.6703 3.2244 -0.5762
C 4.8783 -0.8890 1.1581
C -4.7992 1.8546 -0.5585
C -2.6053 3.0785 0.6555
C -3.3061 -2.9068 -2.3667
C -1.8629 -0.3382 1.2904
C 2.3545 1.4326 -0.3162
C -3.5713 3.8324 0.0306
C 5.7589 0.1520 -0.8268
C -3.8277 1.0714 0.0678
C -1.9110 -3.0034 -0.4500
C 0.4829 0.0598 2.7074
C -3.9442 -0.3784 0.0891
C 1.3420 1.1962 0.6526
C -2.8626 -2.4881 0.6490
C 1.5454 0.3281 1.6924
C 6.8785 0.3280 -1.8008
C 4.5824 0.8203 -0.9575
C 3.6574 -0.1798 0.9996
C 5.8977 -0.7308 0.2755
H 6.8236 -1.2722 0.3999
H -5.4187 3.8327 -1.0611
H -3.8893 -2.7950 0.4346
H -1.9913 -4.1009 -0.4771
H 7.1272 -0.6257 -2.2640
H -4.2121 -2.5090 -1.9003
H -1.7505 3.5372 1.1276
H -0.1502 0.9277 2.8781
H -3.2412 -2.5395 -3.3889
H 4.9422 -1.5492 2.0068
H 0.4080 1.7203 0.5367
H -3.3487 -4.0024 -2.3736
H 6.6074 1.0356 -2.5788
H 7.7686 0.6914 -1.2892
H 4.3745 1.5152 -1.7598
H -3.4784 4.9083 0.0082
H -5.6377 1.3567 -1.0215
H -0.8825 -2.7310 -0.1990
H 0.9267 -0.3181 3.6264
H -2.5495 -2.8940 1.6137

Forces on atoms 1 to 2 (eV/Å):
S 0.2793 -0.2653 0.2878
O -0.0893 0.1013 -0.0541

From a Mulliken analysis of the wavefunction, the atomic charges in e read:
1 S -0.210
2 O -0.718
3 O -0.672
4 O -0.350
5 N -0.586
6 N -0.199
7 N 0.160
8 N 0.140
9 C -0.011
10 C -0.612
11 C -0.715
12 C -0.511
13 C -0.454
14 C -0.669
15 C 0.397
16 C 0.172
17 C -0.467
18 C 0.819
19 C 0.236
20 C -0.303
21 C -0.788
22 C 0.697
23 C -0.572
24 C -1.596
25 C 0.554
26 C -1.483
27 C -0.500
28 C 0.430
29 C -0.434
30 H 0.439
31 H 0.400
32 H 0.541
33 H 0.389
34 H 0.336
35 H 0.286
36 H 0.484
37 H 0.440
38 H 0.231
39 H 0.489
40 H 0.512
41 H 0.314
42 H 0.358
43 H 0.335
44 H 0.422
45 H 0.396
46 H 0.464
47 H 0.372
48 H 0.482
49 H 0.556


No. 4
Entry from the OMol25 dataset: a cluster of 2 separate species, C3H4FN in total (ωB97M-V/def2-TZVPD).

Summary:
frontier orbital gap (spin up / spin down) = 7.4 / 7.4 eV
E_tot = -7376.5753 eV
HOMO level (spin up / spin down) = -7.62 / -7.62 eV
energy above the lowest of the compared OMol25 structures with the same formula, charge and spin = 5.961 eV
LUMO level (spin up / spin down) = -0.26 / -0.26 eV

Geometry (Å):
F -2.9490 -0.1446 -0.1720
N 0.9121 -0.2916 0.1922
C -2.0175 0.6716 0.3989
C 2.1213 0.0307 0.0422
C -0.2388 -0.5544 0.0254
H 2.5124 -0.1964 -0.8773
H 2.7533 0.3729 0.7750
H -0.9579 -1.4315 -0.1114
H -2.1358 1.5433 -0.2731

Forces on atoms 1 to 2 (eV/Å):
F 0.1794 -0.2206 0.2116
N -0.0491 -0.4038 0.3402

From a Mulliken analysis of the wavefunction, the atomic charges in e read:
1 F -0.203
2 N -0.065
3 C -0.088
4 C -0.387
5 C -0.140
6 H 0.234
7 H 0.278
8 H 0.273
9 H 0.097